ORCA calculation (wB97M-V/def2-TZVPD) on a single C6H8BNO2 molecule in a non-equilibrium geometry.

Each atom is followed by the atoms it is bonded to, with distances in Å.
Atoms and positions in Å:
1 O 1.327 -2.942 0.259  B3 1.380, H11 0.971
2 O -0.517 -3.074 -1.271  B3 1.387, H12 0.968
3 B 0.277 -2.339 -0.403  O1 1.380, O2 1.387, C8 1.657
4 C -1.793 0.855 0.397  C5 1.361, C6 1.352, H13 1.072
5 C -1.398 -0.436 0.225  C4 1.361, C8 1.385, H14 1.110
6 C -0.929 1.887 0.264  C4 1.352, C9 1.449, H15 1.027
7 C 0.844 0.227 -0.082  C8 1.352, C9 1.388, H16 1.093
8 C -0.081 -0.759 -0.056  B3 1.657, C5 1.385, C7 1.352
9 C 0.469 1.552 0.085  C6 1.449, C7 1.388, N10 1.411
10 N 1.264 2.688 -0.178  C9 1.411, H17 0.993, H18 1.019
11 H 1.554 -2.409 1.039  O1 0.971
12 H -0.136 -3.935 -1.044  O2 0.968
13 H -2.781 0.976 0.795  C4 1.072
14 H -2.175 -1.214 0.372  C5 1.110
15 H -1.137 2.860 0.517  C6 1.027
16 H 1.850 -0.124 -0.327  C7 1.093
17 H 1.230 3.640 0.101  N10 0.993
18 H 2.131 2.544 -0.695  N10 1.019

Values from the calculation:
* lowest unoccupied orbital energy: 0.6 eV
* charge: 0
* structure (SMILES): Nc1cccc(B(O)O)c1
* Kohn-Sham gap: 8.438 eV
* energy relative to the best compared isomer or geometry (same formula, charge and spin): 19.2 kcal/mol